1.
C7H11ClNO | ωB97M-V/def2-TZVPD

The value obtained for the orbital gap is 8.89 eV. Its net charge is +1. Its SMILES is COC(=[NH2+])/C=C\C=C/CCl. Its HOMO energy is -13.59 eV. The relative energy (zero: lowest compared OMol25 entry of this formula, charge and spin) is 1.689 eV.

```
21
Properties=species:S:1:pos:R:3:nbo_charge:R:1
C -3.591 0.452 -0.126 -0.260
O -2.406 0.501 0.681 -0.417
C -1.216 0.188 0.348 0.686
N -0.294 0.298 1.287 -0.718
C -0.704 -0.182 -0.940 -0.386
C 0.497 -0.758 -1.254 -0.028
C 1.651 -1.286 -0.477 -0.281
C 2.553 -0.599 0.340 -0.175
C 2.697 0.855 0.616 -0.419
Cl 1.580 1.900 -0.427 -0.048
H -3.838 -0.578 -0.499 0.210
H -3.498 1.018 -1.062 0.208
H -4.422 0.790 0.347 0.226
H 0.682 -0.033 1.057 0.436
H -0.561 0.133 2.227 0.422
H -1.295 -0.130 -1.905 0.265
H 0.706 -1.057 -2.288 0.243
H 1.938 -2.312 -0.830 0.267
H 3.261 -1.347 0.793 0.259
H 2.551 0.934 1.653 0.236
H 3.712 1.212 0.459 0.274
```

2.
C7H14IrPS | ωB97M-V/def2-TZVPD

The value obtained for the orbital gap (spin up / spin down) is 6.74 / 5.32 eV. Its net charge is +1. Its HOMO energy (spin up / spin down) is -9.67 / -11.65 eV. Its spin multiplicity is 6. The relative energy (zero: lowest compared OMol25 entry of this formula, charge and spin) is 0.566 eV.

```
24
Properties=species:S:1:pos:R:3:lowdin_spin:R:1
C 1.381 1.012 -0.565 0.193
C 2.065 1.753 0.471 0.362
C 1.501 3.049 0.462 0.090
C 0.616 3.212 -0.634 0.302
C 0.506 1.922 -1.259 0.310
Ir -1.043 -0.949 -1.142 2.572
P 0.112 -2.541 -0.198 0.297
H 1.512 -0.038 -0.795 0.015
H 2.750 1.339 1.215 0.016
H 1.751 3.838 1.173 -0.001
H -0.149 1.651 -2.089 0.046
H 0.070 4.108 -0.899 0.012
H -0.247 -2.881 1.138 0.031
H 1.530 -2.440 -0.040 0.024
H 0.015 -3.804 -0.875 0.027
C -3.090 1.173 -0.568 0.114
S -2.216 -0.107 0.391 0.351
C -3.383 -1.513 0.136 0.124
H -2.419 1.582 -1.332 0.033
H -3.323 1.931 0.187 0.012
H -4.014 0.763 -0.995 0.003
H -4.384 -1.083 0.065 0.010
H -3.105 -2.055 -0.790 0.055
H -3.277 -2.156 1.012 0.003
```

3.
C9H21LiO11P2 | ωB97M-V/def2-TZVPD

The value obtained for the orbital gap is 2.15 eV. Its net charge is -2. Its HOMO energy is 1.77 eV.

```
44
Properties=species:S:1:pos:R:3:nbo_charge:R:1
Li 1.459 0.280 -1.379 0.886
P 2.217 0.984 -3.589 2.490
O 3.423 0.387 -4.321 -1.297
O 1.516 2.141 -4.336 -1.302
O 2.500 1.665 -2.196 -1.355
O 1.314 -0.251 -3.216 -1.376
C 2.477 -0.028 2.701 -0.262
O 3.725 0.183 2.107 -0.514
C 3.741 0.109 0.773 0.992
O 2.840 -0.237 0.074 -0.644
O 4.941 0.386 0.310 -0.514
C 4.915 0.651 -1.116 -0.334
H 2.431 0.343 3.723 0.172
H 2.241 -1.097 2.752 0.159
H 1.643 0.369 2.116 0.217
H 5.003 -0.266 -1.699 0.193
H 5.798 1.261 -1.317 0.154
H 4.009 1.168 -1.465 0.326
C -3.366 2.863 2.090 -0.624
C -3.212 1.430 1.614 -0.069
O -1.868 1.275 1.187 -0.804
P -1.443 -0.020 0.302 2.595
O -0.031 0.018 -0.101 -1.093
O -1.939 -1.282 1.117 -0.834
C -1.163 -1.893 2.164 -0.061
C -0.200 -2.898 1.531 -0.636
O -2.480 0.078 -0.900 -0.832
C -2.207 -0.635 -2.122 -0.078
C -3.549 -0.963 -2.791 -0.630
H -2.692 3.008 2.940 0.203
H -3.181 3.674 1.386 0.226
H -4.373 3.110 2.446 0.197
H -3.459 0.716 2.404 0.170
H -3.846 1.335 0.725 0.192
H -0.546 -1.158 2.679 0.186
H -1.858 -2.461 2.776 0.177
H -0.730 -3.636 0.933 0.208
H 0.540 -2.382 0.918 0.260
H 0.331 -3.369 2.365 0.194
H -1.518 -0.150 -2.812 0.276
H -1.786 -1.601 -1.823 0.168
H -3.722 -0.252 -3.602 0.211
H -3.520 -1.947 -3.261 0.206
H -4.376 -0.909 -2.085 0.199
```

4.
C4H5I3O | ωB97M-V/def2-TZVPD

The value obtained for the orbital gap is 8.62 eV. Its net charge is 0. Its HOMO energy is -8.90 eV. The relative energy (zero: lowest compared OMol25 entry of this formula, charge and spin) is 0.747 eV.

```
13
Properties=species:S:1:pos:R:3:nbo_charge:R:1
C 0.859 -0.956 -1.758 -0.675
C 1.901 -0.382 -0.842 -0.184
C -0.612 -0.728 2.669 0.307
C 2.233 0.856 -0.645 -0.358
O -0.379 -0.860 1.501 -0.495
I 3.178 -1.854 0.066 0.135
I 3.737 1.697 0.614 0.214
I 0.945 2.504 -1.323 0.135
H 0.998 -0.379 -2.699 0.242
H -0.171 -0.656 -1.340 0.250
H 0.047 -0.783 3.472 0.107
H 0.825 -1.993 -1.775 0.240
H -1.608 -0.325 3.121 0.082
```

5.
C50H106NO17 | ωB97M-V/def2-TZVPD

The value obtained for the orbital gap is 4.35 eV. Its net charge is -1. Its HOMO energy is -2.48 eV. The relative energy (zero: lowest compared OMol25 entry of this formula, charge and spin) is 0.000 eV.

```
174
Properties=species:S:1:pos:R:3:mulliken_charge:R:1
C -1.173 6.051 1.838 -0.643
O 0.102 5.856 2.417 -0.357
C 1.105 5.597 1.464 -0.874
C 1.043 4.179 0.892 -0.163
C 1.952 3.213 1.679 -0.783
C 1.369 1.786 1.695 -0.255
C 2.434 0.702 1.647 -0.821
C 1.769 -0.686 1.622 -0.103
C 1.221 -0.960 0.217 0.058
C -0.118 -1.695 0.147 -1.573
C -1.197 -1.139 1.066 0.542
C -2.572 -1.791 0.783 -1.570
C -3.545 -0.704 0.341 0.257
C -3.818 0.355 1.440 0.352
C -5.294 0.773 1.570 -0.095
C -5.613 1.185 3.012 -1.079
C -5.233 0.128 4.054 -0.905
C -3.924 0.339 4.744 0.567
O -3.369 -0.536 5.405 -0.677
O -3.367 1.557 4.621 -0.386
C -5.581 1.836 0.676 0.528
C -5.144 1.825 -0.682 -0.403
C -5.383 2.871 -1.498 -0.488
N -6.067 3.997 -1.210 -0.835
C -6.511 3.974 0.049 -0.453
C -6.305 3.018 0.999 -0.651
H -1.092 6.707 0.964 0.323
H -1.637 5.123 1.512 0.229
H -1.797 6.551 2.569 0.229
H 2.049 5.723 1.990 0.433
H 1.100 6.344 0.664 0.370
H 0.034 3.781 0.952 0.197
H 1.330 4.198 -0.157 0.326
H 2.013 3.558 2.707 0.412
H 2.938 3.202 1.216 0.352
H 0.684 1.682 0.860 0.170
H 0.812 1.678 2.624 0.181
H 2.980 0.807 0.709 0.064
H 3.095 0.822 2.503 0.438
H 0.993 -0.656 2.382 0.423
H 2.485 -1.448 1.918 -0.238
H 1.957 -1.595 -0.281 0.068
H 1.168 -0.052 -0.379 0.384
H -0.491 -1.578 -0.874 0.261
H -0.032 -2.769 0.315 0.328
H -0.936 -1.317 2.107 0.401
H -1.267 -0.061 0.953 -0.186
H -2.413 -2.499 -0.031 0.560
H -2.957 -2.311 1.658 0.445
H -4.481 -1.075 -0.065 0.607
H -3.051 -0.178 -0.480 -0.737
H -3.452 -0.089 2.370 -0.279
H -3.205 1.248 1.263 0.194
H -5.184 2.163 3.255 0.611
H -6.693 1.326 3.081 0.565
H -5.960 0.192 4.866 0.437
H -5.265 -0.882 3.664 0.269
H -2.492 1.504 5.022 0.318
H -4.611 0.978 -1.070 0.391
H -4.988 2.808 -2.511 0.510
H -7.101 4.840 0.341 0.436
H -6.704 3.166 1.983 0.379
C 4.727 -3.361 1.919 -1.024
O 4.760 -2.611 3.123 -0.354
C 4.468 -3.387 4.274 -0.569
C 5.722 -3.748 5.038 -0.321
O 6.550 -4.637 4.298 -0.343
C 7.651 -3.993 3.687 -0.718
H 5.151 -2.738 1.132 0.323
H 5.312 -4.280 1.994 0.522
H 3.695 -3.608 1.650 0.381
H 3.913 -4.290 4.003 0.347
H 3.827 -2.778 4.919 0.385
H 5.435 -4.266 5.957 0.179
H 6.274 -2.846 5.317 0.350
H 8.401 -3.719 4.438 0.322
H 7.343 -3.099 3.139 0.277
H 8.099 -4.697 2.987 0.258
C -0.848 1.588 -6.524 -0.357
O -0.539 2.577 -5.558 -0.298
C -1.618 3.471 -5.315 -0.612
C -2.354 3.136 -4.038 -0.429
O -3.031 1.894 -4.137 -0.380
C -2.352 0.841 -3.476 -0.837
H -0.057 0.838 -6.499 0.146
H -1.801 1.098 -6.309 0.309
H -0.882 2.029 -7.527 0.035
H -2.310 3.477 -6.162 0.321
H -1.188 4.475 -5.222 0.371
H -3.114 3.903 -3.855 0.427
H -1.667 3.136 -3.187 0.280
H -2.441 0.954 -2.391 0.210
H -1.296 0.803 -3.757 0.389
H -2.829 -0.094 -3.768 0.355
C 5.928 -0.952 -5.286 -0.641
O 4.742 -0.192 -5.163 -0.373
C 3.623 -0.966 -4.756 -0.757
C 3.319 -0.783 -3.287 -0.400
O 4.343 -1.315 -2.458 0.142
C 5.201 -0.321 -1.927 -0.728
H 6.758 -0.256 -5.399 0.249
H 6.105 -1.571 -4.403 0.220
H 5.884 -1.592 -6.175 0.324
H 3.783 -2.025 -4.983 0.319
H 2.762 -0.622 -5.338 0.352
H 2.403 -1.332 -3.044 0.253
H 3.150 0.273 -3.058 0.431
H 4.688 0.249 -1.145 0.077
H 5.557 0.362 -2.703 0.391
H 6.059 -0.826 -1.484 0.225
C 5.377 -6.329 7.822 -0.881
O 4.111 -5.786 8.156 -0.356
C 3.069 -6.750 8.152 -0.507
C 2.708 -7.188 9.554 -0.525
O 3.765 -7.910 10.169 -0.370
C 4.508 -7.132 11.090 -0.697
H 6.132 -5.576 8.046 0.269
H 5.598 -7.230 8.399 0.418
H 5.418 -6.560 6.752 0.349
H 3.344 -7.615 7.541 0.351
H 2.194 -6.278 7.695 0.381
H 1.846 -7.860 9.501 0.365
H 2.425 -6.323 10.161 0.331
H 3.926 -6.960 12.002 0.327
H 4.805 -6.172 10.661 0.295
H 5.405 -7.694 11.349 0.243
C -9.853 4.626 1.640 -1.016
O -8.729 4.913 2.451 -0.065
C -8.716 6.240 2.941 -0.577
C -9.154 6.302 4.388 -0.642
O -10.524 5.953 4.542 -0.382
C -10.706 4.628 5.007 -0.646
H -9.883 3.548 1.489 0.247
H -10.785 4.946 2.113 0.453
H -9.752 5.113 0.663 0.349
H -9.342 6.890 2.321 0.400
H -7.684 6.599 2.872 0.359
H -9.042 7.330 4.748 0.376
H -8.520 5.657 5.002 0.335
H -10.436 4.554 6.067 0.324
H -10.115 3.913 4.430 0.239
H -11.761 4.381 4.898 0.237
C 0.898 4.081 -12.574 -0.684
O -0.326 4.781 -12.447 -0.372
C -1.399 3.956 -12.016 -0.600
C -1.695 4.143 -10.545 -0.479
O -0.629 3.675 -9.733 -0.294
C 0.188 4.718 -9.228 -0.864
H 1.689 4.818 -12.706 0.242
H 1.116 3.485 -11.685 0.282
H 0.876 3.427 -13.453 0.322
H -1.188 2.905 -12.230 0.340
H -2.282 4.248 -12.593 0.363
H -2.580 3.553 -10.287 0.370
H -1.914 5.193 -10.328 0.360
H -0.337 5.266 -8.439 0.314
H 0.490 5.411 -10.017 0.445
H 1.078 4.261 -8.800 0.243
C 6.219 -7.414 -2.666 -0.665
O 4.862 -7.427 -3.066 -0.379
C 3.963 -7.620 -1.984 -0.537
C 3.324 -6.321 -1.547 -0.567
O 4.274 -5.437 -0.976 -0.230
C 4.676 -4.397 -1.855 -0.904
H 6.810 -7.062 -3.511 0.244
H 6.383 -6.745 -1.818 0.238
H 6.551 -8.424 -2.402 0.335
H 4.471 -8.096 -1.140 0.318
H 3.179 -8.300 -2.333 0.365
H 2.580 -6.539 -0.773 0.371
H 2.808 -5.846 -2.386 0.335
H 3.878 -3.660 -1.956 0.329
H 4.953 -4.781 -2.841 0.438
H 5.543 -3.905 -1.415 0.250
```

6.
C20H52N6O18P2S2V2 | ωB97M-V/def2-TZVPD

The value obtained for the orbital gap (spin up / spin down) is 4.67 / 5.24 eV. Its net charge is 0. Its HOMO energy (spin up / spin down) is -8.07 / -8.07 eV. Its spin multiplicity is 3.

```
102
Properties=species:S:1:pos:R:3:lowdin_spin:R:1
O 1.383 7.660 -3.732 -0.272
V 0.547 7.283 -2.437 1.237
O 1.275 1.710 -0.947 -0.633
V 0.163 2.976 -0.913 1.585
O -2.525 6.106 0.447 0.001
C -1.830 5.651 -0.553 0.002
O -1.593 4.415 -0.761 0.005
O -1.181 6.483 -1.245 0.003
H -2.495 5.183 0.709 0.000
O -0.549 3.782 -4.952 0.001
C 0.094 4.073 -3.901 0.003
O 0.452 3.158 -3.120 0.011
O 0.325 5.258 -3.645 0.012
H -0.639 4.644 -5.363 0.000
O -1.158 1.952 2.996 0.000
C -0.188 1.869 2.154 0.001
O 0.301 0.797 1.953 -0.001
O -0.073 2.791 1.372 0.005
H -0.960 1.029 3.172 0.000
O 4.014 5.267 -0.568 0.001
C 2.696 5.282 -0.753 0.004
O 2.026 4.203 -0.657 0.009
O 2.094 6.302 -1.157 0.016
H 4.333 4.362 -0.592 0.000
O 0.222 -5.257 1.427 0.000
P 0.089 -4.277 2.572 0.000
N 1.474 -3.268 2.839 0.000
C 2.153 -2.606 1.729 0.000
C 1.676 -2.649 4.156 0.000
N -0.019 -5.321 3.983 0.000
C 1.196 -6.040 4.565 0.000
C -1.233 -6.218 4.048 0.000
N -1.264 -3.219 2.444 0.000
C -2.570 -3.725 1.939 0.000
C -1.455 -2.052 3.377 0.000
H 2.456 -3.334 0.976 0.000
H 3.099 -2.292 2.170 0.000
H 1.646 -1.742 1.300 0.000
H 1.059 -3.106 4.930 0.000
H 1.583 -1.567 4.244 0.000
H 2.606 -3.008 4.596 0.000
H 1.110 -6.638 5.472 0.000
H 1.486 -6.569 3.657 0.000
H 1.938 -5.254 4.707 0.000
H -2.146 -5.671 3.813 0.000
H -1.074 -6.957 3.262 0.000
H -1.420 -6.633 5.038 0.000
H -3.040 -2.793 1.622 0.000
H -2.388 -4.306 1.035 0.000
H -3.042 -4.266 2.759 0.000
H -2.290 -1.373 3.210 0.000
H -0.528 -1.493 3.253 0.000
H -1.388 -2.432 4.397 0.000
O -1.426 1.445 -1.243 0.011
P -2.554 0.459 -1.366 0.002
N -3.887 0.733 -0.349 0.001
C -3.691 1.755 0.657 0.000
C -4.698 -0.398 0.223 0.000
N -2.059 -1.174 -1.068 0.000
C -2.908 -2.337 -1.494 0.000
C -0.605 -1.574 -0.880 -0.001
N -3.040 0.428 -3.058 0.000
C -4.439 0.454 -3.477 0.000
C -2.001 0.367 -4.064 0.000
H -2.837 1.570 1.309 0.000
H -4.581 1.821 1.282 0.000
H -3.610 2.676 0.080 0.000
H -4.096 -1.230 0.588 0.000
H -5.435 -0.622 -0.548 0.000
H -5.315 0.012 1.023 0.000
H -2.533 -2.988 -2.284 0.000
H -3.296 -2.869 -0.625 0.000
H -3.843 -1.961 -1.910 0.000
H -0.333 -1.460 0.170 0.000
H -0.273 -2.593 -1.079 0.000
H -0.158 -0.761 -1.453 -0.001
H -5.156 0.678 -2.687 0.000
H -4.489 1.229 -4.241 0.000
H -4.819 -0.487 -3.875 0.000
H -1.412 1.278 -3.961 0.000
H -2.357 0.391 -5.094 0.000
H -1.604 -0.634 -3.890 0.000
C 3.819 0.669 1.592 0.000
S 5.086 2.010 1.398 0.000
O 4.962 2.656 0.006 0.000
C 4.287 3.260 2.559 0.000
H 4.407 -0.180 1.943 0.000
H 3.360 0.293 0.678 0.000
H 2.993 0.840 2.283 0.000
H 3.273 3.409 2.188 0.000
H 4.773 4.228 2.447 0.000
H 4.231 2.893 3.584 0.000
C 4.639 -1.330 -5.220 0.000
S 3.959 -0.720 -3.591 0.000
O 5.056 -0.068 -2.877 0.000
C 3.033 0.728 -4.352 0.000
H 5.491 -2.008 -5.165 0.000
H 5.065 -0.410 -5.620 0.000
H 3.959 -1.582 -6.033 0.000
H 2.125 0.988 -3.810 0.000
H 2.820 0.335 -5.346 0.000
H 3.667 1.614 -4.375 0.000
```

Molecular weight? In order: 160.624 353.447 374.145 449.795 993.388 892.630 g mol⁻¹.
Electronic energy? In order: -863.1830 -1118.4340 -1873.6301 -1123.6479 -3302.2108 -5843.1896 Eh.